Model i:
Molecular formula: C15H24N2O4
Method: DFT, ωB97M-V with the def2-TZVPD basis set

```
45
C15H24N2O4 (ωB97M-V with the def2-TZVPD basis set)
C -5.120 -1.850 -1.698
C -5.003 -1.622 -0.197
O -3.704 -1.158 0.160
C -3.479 0.165 0.029
O -4.341 0.932 -0.354
C -2.118 0.522 0.389
C -1.114 -0.280 0.933
C -1.254 -1.689 1.397
C 0.034 0.533 1.052
C 1.385 0.178 1.523
O 2.125 0.962 2.092
N 1.756 -1.104 1.258
C 3.100 -1.574 1.493
C 3.905 -1.687 0.197
C 4.069 -0.333 -0.486
O 4.792 -0.519 -1.682
C 4.994 0.675 -2.390
C -0.313 1.806 0.603
C 0.529 3.024 0.520
N -1.597 1.787 0.198
C -2.269 2.935 -0.348
H -5.008 -0.906 -2.225
H -4.348 -2.537 -2.035
H -6.096 -2.269 -1.929
H -5.131 -2.556 0.353
H -5.748 -0.889 0.131
H -1.177 -2.386 0.561
H -2.231 -1.836 1.848
H -0.487 -1.923 2.131
H 1.181 -1.653 0.640
H 3.057 -2.550 1.987
H 3.566 -0.851 2.166
H 4.892 -2.092 0.417
H 3.409 -2.369 -0.496
H 4.600 0.364 0.179
H 3.084 0.106 -0.709
H 5.557 0.417 -3.284
H 5.562 1.400 -1.795
H 4.038 1.133 -2.678
H 0.066 3.846 1.066
H 0.661 3.339 -0.516
H 1.498 2.815 0.962
H -2.275 3.747 0.381
H -1.755 3.279 -1.248
H -3.293 2.667 -0.594
```

Results
SMILES = CCOC(=O)c1c(C)c(C(=O)NCCCOC)c(C)n1C
Charge = 0
Gap between HOMO and LUMO = 9.1 eV

natural (NBO) population analysis, charges in e, atoms 1 to 5: number 1, C, carries -0.633; number 2, C, carries -0.074; number 3, O, carries -0.512; number 4, C, carries 0.775; number 5, O, carries -0.635

---

Model ii:
Molecular formula: C15H24N2O4
Method: DFT, ωB97M-V with the def2-TZVPD basis set

```
45
C15H24N2O4 (ωB97M-V with the def2-TZVPD basis set)
C 2.579 1.996 -1.942
C 3.538 0.976 -1.340
C 3.828 -0.167 -2.312
N 3.054 0.455 -0.068
C 3.937 0.074 0.881
O 5.140 0.052 0.749
C 3.165 -0.257 2.150
C 1.713 -0.329 1.694
C 1.681 0.489 0.386
C 0.702 -0.171 -0.588
O 1.054 -1.062 -1.335
N -0.578 0.279 -0.577
C -1.220 1.117 0.407
C -2.137 0.279 1.301
C -3.187 -0.445 0.445
C -2.481 -1.265 -0.645
C -1.542 -0.369 -1.449
O -4.060 0.520 -0.118
C -5.380 0.048 0.026
C -5.295 -0.812 1.289
O -3.977 -1.314 1.241
H 3.029 2.421 -2.835
H 1.640 1.525 -2.224
H 2.377 2.807 -1.245
H 4.490 1.473 -1.104
H 2.923 -0.737 -2.502
H 4.212 0.228 -3.249
H 4.574 -0.828 -1.878
H 3.333 0.552 2.864
H 3.528 -1.181 2.594
H 1.445 -1.363 1.470
H 1.013 0.060 2.433
H 1.396 1.533 0.571
H -0.493 1.644 1.020
H -1.834 1.854 -0.123
H -1.566 -0.475 1.843
H -2.645 0.923 2.019
H -1.925 -2.068 -0.162
H -3.228 -1.708 -1.304
H -0.990 -0.957 -2.183
H -2.124 0.407 -1.955
H -6.043 0.907 0.119
H -5.672 -0.557 -0.843
H -5.986 -1.654 1.298
H -5.437 -0.203 2.192
```

Results
SMILES = CC(C)N1C(=O)CC[C@@H]1C(=O)N1CCC2(CC1)OCCO2
Charge = 0
Gap between HOMO and LUMO = 9.7 eV

natural (NBO) population analysis, charges in e, atoms 1 to 5: number 1, C, carries -0.619; number 2, C, carries -0.037; number 3, C, carries -0.621; number 4, N, carries -0.427; number 5, C, carries 0.692

---

What are the relative energies? In hartree: model i 0.0126; model ii 0.0000.

---

Model i:
Molecular formula: C6H11P
Method: DFT, ωB97M-V with the def2-TZVPD basis set

```
18
C6H11P (ωB97M-V with the def2-TZVPD basis set)
C -0.518 2.996 0.005
C -1.313 1.904 0.182
C -0.605 0.578 0.465
C -0.978 -0.649 -0.327
C -0.150 -1.888 -0.082
H 0.589 3.039 -0.086
H -1.081 3.861 -0.389
H -2.399 1.786 0.183
H -0.683 0.312 1.485
H 0.482 0.730 0.323
H -0.999 -0.473 -1.471
H -1.994 -0.856 0.003
H 0.752 -1.872 -0.684
H 0.150 -1.980 0.914
H -0.811 -2.756 -0.285
C 3.312 -1.792 -0.156
P 3.600 -0.307 0.159
H 2.646 -2.632 -0.241
```

Results
SMILES = C=CCCC.C#P
Charge = 0
Gap between HOMO and LUMO = 9.8 eV

natural (NBO) population analysis, charges in e, atoms 1 to 5: number 1, C, carries -0.414; number 2, C, carries -0.159; number 3, C, carries -0.439; number 4, C, carries -0.382; number 5, C, carries -0.603

---

Model ii:
Molecular formula: C6H11P
Method: DFT, ωB97M-V with the def2-TZVPD basis set

```
18
C6H11P (ωB97M-V with the def2-TZVPD basis set)
C 0.449 0.234 1.459
C 0.245 0.297 -0.020
C 1.556 0.361 -0.834
C -0.614 1.506 -0.326
C -0.579 -0.840 -0.401
C -1.294 -1.716 -0.800
P -2.459 -2.976 -1.185
H 1.338 0.867 1.926
H 0.560 -0.849 1.988
H -0.464 0.463 2.010
H 2.218 1.266 -0.550
H 1.259 0.309 -1.887
H 2.182 -0.675 -0.710
H -0.042 2.313 0.169
H -0.833 1.519 -1.439
H -1.690 1.340 0.135
H -1.464 -4.113 -1.356
H -2.501 -2.669 -2.686
```

Results
SMILES = CC(C)(C)C#CP
Charge = 0
Gap between HOMO and LUMO = 9.8 eV

natural (NBO) population analysis, charges in e, atoms 1 to 5: number 1, C, carries -0.608; number 2, C, carries -0.199; number 3, C, carries -0.590; number 4, C, carries -0.585; number 5, C, carries 0.057

---

What are the relative energies? In hartree: model i 0.0078; model ii 0.0000.

---

Model i:
Molecular formula: C4H9N2OS
Method: DFT, ωB97M-V with the def2-TZVPD basis set

```
17
C4H9N2OS (ωB97M-V with the def2-TZVPD basis set)
C 0.753 0.511 1.399
C 0.998 0.159 -0.900
C 0.837 1.665 -0.642
C 0.346 -1.607 0.670
N 0.778 -0.476 0.457
N 0.733 1.665 0.920
O -2.149 -1.535 0.318
S -2.814 -0.263 -0.562
H 0.318 -0.327 -1.628
H 1.935 -0.120 -1.238
H 1.718 2.256 -0.721
H -0.024 2.153 -1.010
H 0.171 -2.386 0.036
H 0.130 -1.858 1.746
H -1.727 -0.343 -1.356
H 0.546 2.514 1.460
H -2.547 -2.009 1.051
```

Results
Charge = +1
Gap between HOMO and LUMO = 8.0 eV

natural (NBO) population analysis, charges in e, atoms 1 to 5: number 1, C, carries 0.227; number 2, C, carries -0.270; number 3, C, carries -0.262; number 4, C, carries 0.210; number 5, N, carries -0.342

---

Model ii:
Molecular formula: C4H9N2OS
Method: DFT, ωB97M-V with the def2-TZVPD basis set

```
17
C4H9N2OS (ωB97M-V with the def2-TZVPD basis set)
C 1.070 -0.810 0.398
C -0.047 -0.260 -0.767
C -1.116 0.380 0.041
C -1.257 1.854 0.216
N 2.181 -0.433 0.617
N -0.418 -1.441 -1.531
O 0.477 -1.815 1.069
S 3.234 0.720 0.158
H 0.500 0.395 -1.478
H -1.865 -0.376 0.314
H -1.772 2.236 1.137
H -2.079 2.036 -0.643
H -0.387 2.363 0.081
H -0.740 -2.174 -0.952
H 1.177 -2.299 1.499
H 0.323 -1.593 -2.142
H 4.420 0.319 0.792
```

Results
Charge = +1
Gap between HOMO and LUMO (spin up / spin down) = 6.5 / 6.5 eV

natural (NBO) population analysis, charges in e, atoms 1 to 5: number 1, C, carries 0.591; number 2, C, carries -0.229; number 3, C, carries 0.310; number 4, C, carries -0.698; number 5, N, carries -0.609

---

Model iii:
Molecular formula: C4H9N2OS
Method: DFT, ωB97M-V with the def2-TZVPD basis set

```
17
C4H9N2OS (ωB97M-V with the def2-TZVPD basis set)
C 0.654 -0.470 3.141
O 0.213 -1.035 1.827
C 0.065 -0.128 0.902
N -0.357 -0.498 -0.368
C 0.135 0.104 -1.524
C -0.528 -0.204 -2.768
N 1.282 0.783 -1.392
S 2.137 1.157 0.049
H 1.485 0.129 2.869
H 0.881 -1.317 3.758
H -0.190 0.081 3.529
H -0.253 0.799 1.244
H -0.239 -1.448 -0.512
H -0.405 -1.187 -3.105
H -0.231 0.552 -3.498
H -1.680 -0.060 -2.552
H 1.660 1.384 -2.182
```

Results
SMILES = CO/C=[NH+]/C(C)=[NH+]\[S-]
Charge = +1
Gap between HOMO and LUMO = 8.0 eV

natural (NBO) population analysis, charges in e, atoms 1 to 5: number 1, C, carries -0.237; number 2, O, carries -0.444; number 3, C, carries 0.511; number 4, N, carries -0.596; number 5, C, carries 0.500

---

What are the relative energies? In hartree: model i 0.0825; model ii 0.0645; model iii 0.0000.

---

Model i:
Molecular formula: C26H28N2O6
Method: DFT, ωB97M-V with the def2-TZVPD basis set

```
62
C26H28N2O6 (ωB97M-V with the def2-TZVPD basis set)
C -7.928 -1.161 -1.259
C -7.461 0.271 -1.030
C -7.313 0.576 0.463
O -6.333 -0.228 1.090
C -5.019 0.008 0.877
C -4.488 1.112 0.213
C -3.118 1.246 0.088
C -2.249 0.280 0.589
C -0.803 0.461 0.440
O -0.301 1.684 0.731
C 0.048 -0.504 0.016
C -0.271 -1.835 -0.476
O -1.353 -2.364 -0.599
C 1.062 -2.447 -0.895
O 1.251 -3.526 -1.412
N 2.027 -1.537 -0.618
C 3.388 -1.724 -1.068
C 4.231 -2.627 -0.162
C 4.703 -1.924 1.116
O 5.248 -0.637 0.895
C 6.517 -0.640 0.289
C 1.541 -0.293 -0.063
C 2.095 0.006 1.354
O 1.931 -0.670 2.342
N 2.769 1.183 1.298
C 3.470 1.743 2.421
C 2.738 1.736 0.027
C 3.307 2.910 -0.425
C 3.114 3.250 -1.759
C 2.377 2.443 -2.610
C 1.810 1.259 -2.150
C 1.997 0.918 -0.831
C -2.783 -0.818 1.265
C -4.143 -0.944 1.412
H -8.911 -1.317 -0.820
H -7.985 -1.376 -2.323
H -7.231 -1.858 -0.801
H -8.179 0.975 -1.454
H -6.501 0.420 -1.528
H -8.241 0.323 0.984
H -7.106 1.641 0.627
H -5.125 1.872 -0.210
H -2.725 2.099 -0.452
H -1.013 2.266 1.032
H 3.858 -0.742 -1.157
H 3.331 -2.190 -2.057
H 3.650 -3.506 0.113
H 5.096 -2.963 -0.738
H 3.863 -1.766 1.792
H 5.442 -2.559 1.627
H 6.856 0.395 0.278
H 6.483 -1.015 -0.740
H 7.227 -1.248 0.863
H 3.145 2.769 2.599
H 4.546 1.719 2.240
H 3.239 1.128 3.290
H 3.884 3.544 0.229
H 3.549 4.163 -2.137
H 2.243 2.734 -3.640
H 1.239 0.623 -2.809
H -2.122 -1.557 1.686
H -4.567 -1.784 1.938
```

Results
SMILES = CCCOc1ccc(/C(O)=C2\C(=O)C(=O)N(CCCOC)[C@]23C(=O)N(C)c2ccccc23)cc1
Charge = 0
Gap between HOMO and LUMO = 8.2 eV

natural (NBO) population analysis, charges in e, atoms 1 to 5: number 1, C, carries -0.608; number 2, C, carries -0.427; number 3, C, carries -0.063; number 4, O, carries -0.489; number 5, C, carries 0.329

---

Model ii:
Molecular formula: C26H28N2O6
Method: DFT, ωB97M-V with the def2-TZVPD basis set

```
62
C26H28N2O6 (ωB97M-V with the def2-TZVPD basis set)
C 6.023 -2.810 -4.858
C 4.727 -3.602 -4.973
C 3.524 -2.688 -5.190
C 2.215 -3.481 -5.235
O 1.955 -4.176 -4.032
C 1.552 -3.495 -2.928
C 1.198 -2.149 -2.887
C 0.786 -1.574 -1.699
C 0.735 -2.331 -0.540
N 0.330 -1.718 0.676
C -0.652 -2.235 1.498
O -1.191 -3.299 1.362
C -0.924 -1.217 2.592
C 0.172 -0.165 2.443
N -0.274 1.215 2.432
C -0.175 1.985 3.647
C -1.436 1.869 4.526
C -2.622 2.502 3.857
C -3.555 1.735 3.173
C -4.611 2.334 2.510
C -4.754 3.711 2.533
C -3.846 4.483 3.239
C -2.784 3.883 3.889
C -0.917 1.601 1.298
O -1.087 0.802 0.389
C -1.362 3.007 1.186
C -2.380 3.334 0.390
C -2.846 4.717 0.196
O -3.809 5.028 -0.457
O -2.084 5.631 0.821
C 0.829 -0.503 1.092
O 1.711 0.123 0.572
C 1.076 -3.677 -0.568
C 1.476 -4.251 -1.755
H 6.867 -3.478 -4.707
H 5.975 -2.122 -4.016
H 6.199 -2.232 -5.763
H 4.570 -4.182 -4.062
H 4.801 -4.305 -5.806
H 3.631 -2.145 -6.131
H 3.480 -1.958 -4.379
H 1.373 -2.829 -5.498
H 2.288 -4.269 -5.990
H 1.227 -1.535 -3.773
H 0.501 -0.534 -1.666
H -0.950 -1.701 3.568
H -1.907 -0.788 2.389
H 0.938 -0.267 3.218
H 0.002 3.035 3.408
H 0.691 1.621 4.207
H -1.231 2.371 5.474
H -1.635 0.815 4.730
H -3.463 0.658 3.165
H -5.324 1.725 1.975
H -5.575 4.179 2.012
H -3.965 5.555 3.281
H -2.075 4.490 4.434
H -0.814 3.777 1.706
H -2.932 2.577 -0.148
H -2.436 6.518 0.646
H 1.021 -4.269 0.331
H 1.741 -5.295 -1.803
```

Results
SMILES = CCCCOc1ccc(N2C(=O)C[C@H](N(CCc3ccccc3)C(=O)/C=C/C(=O)O)C2=O)cc1
Charge = 0
Gap between HOMO and LUMO = 8.1 eV

natural (NBO) population analysis, charges in e, atoms 1 to 5: number 1, C, carries -0.600; number 2, C, carries -0.396; number 3, C, carries -0.427; number 4, C, carries -0.059; number 5, O, carries -0.496

---

What are the relative energies? In hartree: model i 0.0443; model ii 0.0000.